(1)
78
Properties=species:S:1:pos:R:3:forces:R:3 method="wB97M-V/def2-TZVPD" multiplicity=1 charge=-1 de_lowest_ev=0.000 homo_lumo_gap_ev=6.08 molar_mass_g_mol=497.52 lumo_ev=2.4 e_tot_ev=-64414.210
C 0.124393 4.438630 -5.441919 -0.0106 0.2128 0.1296
O 1.414564 3.923806 -5.277969 0.0538 -0.2661 -0.2134
C 1.459294 2.901300 -4.274577 0.1324 -0.0671 0.3412
P 1.862187 3.489375 -2.499421 0.1817 0.2103 -0.4600
O 1.732974 1.816660 -1.955644 -0.9404 0.1745 -0.2552
C 0.861532 1.781494 -0.842561 1.1136 -0.2511 -0.1977
C 0.903212 3.196820 -0.184706 -0.0477 -0.7121 0.9647
O 1.967822 3.879097 -0.768155 -0.1764 0.1501 -0.2255
H -0.585336 3.669479 -5.785428 0.0540 -0.0393 -0.0092
H -0.268317 4.860440 -4.509900 0.0122 0.0077 -0.0055
H 0.169725 5.232058 -6.191537 0.0125 -0.0147 -0.0041
H 0.469416 2.431951 -4.186996 0.0092 -0.0669 -0.0877
H 2.161655 2.120275 -4.586892 0.1213 0.1755 -0.1635
H 0.425754 3.727919 -2.340496 -0.0383 -0.1742 0.0321
H 2.075566 4.857921 -2.920772 -0.2027 0.0307 0.0487
H 3.284557 3.247946 -2.637417 -0.0055 -0.0343 0.2371
H -0.123284 1.383702 -1.115123 -0.1554 0.2433 0.1607
H 1.355758 1.086013 -0.148649 -0.4247 -0.1705 0.1480
H 1.072745 3.003182 0.882701 0.3081 0.3733 0.0102
H -0.057068 3.729962 -0.190861 0.0256 0.0407 -0.4809
O -0.835136 -2.724757 -0.875000 -0.5766 -2.2772 0.6699
P -0.176133 -3.167979 -2.116754 1.3864 3.5473 -2.4354
N 1.470976 -2.820549 -1.989294 -0.4707 0.0123 -0.3410
C 2.345174 -1.919748 -2.718003 0.3204 0.0860 0.1432
C 2.110371 -3.450812 -0.847868 -0.0541 -0.2848 0.1546
N -0.997980 -2.264099 -3.333183 0.3815 0.1892 0.3964
C -0.476483 -1.555571 -4.494203 -0.1770 -0.2973 -0.3355
C -2.264137 -1.671395 -2.914022 -0.1241 0.0124 0.1658
N -0.099623 -4.643890 -2.894961 -0.7380 -1.3767 1.9287
C 0.609395 -4.805662 -4.136900 0.2081 0.0649 -0.1680
C -1.309529 -5.450446 -2.809760 -0.1511 0.0752 -0.0576
H 3.236656 -2.460021 -3.065717 -0.0308 -0.0116 0.0064
H 2.679375 -1.088691 -2.089673 -0.0636 0.0023 0.0188
H 1.886865 -1.474441 -3.583560 -0.0972 0.0624 0.0404
H 2.424513 -4.481112 -1.066247 0.0579 0.0398 0.0030
H 1.440029 -3.477079 0.014009 -0.0176 0.0008 -0.0353
H 2.991435 -2.879659 -0.554300 -0.0255 0.0616 -0.0571
H 0.594600 -1.620474 -4.600031 0.0270 -0.1468 -0.0601
H -0.729634 -0.492905 -4.444295 0.1054 0.0184 0.1090
H -0.907821 -1.952767 -5.423028 -0.0874 0.0525 0.0318
H -2.132814 -0.692513 -2.439645 0.0007 0.0193 -0.0568
H -2.785828 -2.312990 -2.208483 0.0430 0.0074 0.0194
H -2.906360 -1.557080 -3.792062 0.0699 0.0357 -0.0463
H 0.041442 -4.418372 -4.993430 0.0110 0.0737 0.0191
H 0.780201 -5.872054 -4.306122 -0.0397 -0.0062 0.0212
H 1.587264 -4.327210 -4.105790 -0.0684 0.1434 0.0702
H -2.083684 -5.108420 -3.511659 0.0211 -0.0381 -0.0360
H -1.723975 -5.405874 -1.801936 0.0264 0.0797 -0.0123
H -1.084013 -6.497516 -3.023306 0.0596 0.0201 -0.0507
O -0.590782 2.532667 3.256346 -0.1153 -1.1083 -1.8686
P -0.828300 1.359469 4.105364 0.1878 0.8598 4.0744
N -2.346632 1.554139 4.850640 0.5200 -0.1249 0.0866
C -2.749391 1.746551 6.221341 -0.1657 0.0605 0.0208
C -3.438984 1.676937 3.897243 -0.0382 -0.1490 -0.2931
N 0.506617 1.406174 5.208112 -0.5007 0.4646 0.0520
C 0.549203 1.197908 6.642837 0.2016 -0.4459 -0.0300
C 1.619398 2.252586 4.784027 0.0684 0.0476 -0.1614
N -0.865292 -0.270540 3.798933 -0.1858 0.2167 -2.3557
C -1.101007 -1.235884 4.837479 -0.1326 -0.0896 0.2235
C 0.087150 -0.721338 2.783120 0.1543 0.0119 -0.0404
H -3.526608 1.023184 6.505552 0.0097 0.0141 -0.0112
H -3.162774 2.750735 6.381448 -0.0159 -0.0121 -0.0415
H -1.937837 1.628388 6.921267 0.0453 0.0618 -0.0148
H -3.809072 0.698020 3.567362 -0.0456 0.0244 0.0388
H -3.125819 2.235731 3.013573 0.0378 -0.0250 0.0131
H -4.269112 2.222463 4.348577 0.0505 0.0181 0.0671
H -0.412700 0.971184 7.079965 -0.0079 -0.1786 -0.0457
H 0.938108 2.086938 7.152677 -0.1038 0.0570 -0.0210
H 1.211669 0.361596 6.904599 0.0801 0.0757 -0.0052
H 1.487736 3.299987 5.079944 0.0229 -0.0113 0.0494
H 1.744394 2.231676 3.705220 -0.0484 0.0209 0.0026
H 2.542148 1.869872 5.229406 -0.0373 -0.0071 0.0715
H -0.209172 -1.409403 5.455774 -0.0004 0.0671 0.0307
H -1.372480 -2.187536 4.374571 0.0341 0.0155 -0.0377
H -1.933919 -0.945049 5.477540 0.0545 0.1552 0.0124
H 1.104973 -0.807738 3.187668 -0.0181 -0.0378 0.0321
H 0.112190 -0.022476 1.946497 -0.0138 0.0337 0.0467
H -0.216003 -1.690181 2.384466 -0.0566 -0.0032 0.0290

---

(2)
81
Properties=species:S:1:pos:R:3:forces:R:3 method="wB97M-V/def2-TZVPD" multiplicity=1 charge=+1 de_lowest_ev=0.000 homo_lumo_gap_ev=6.44 molar_mass_g_mol=805.39 lumo_ev=-4.3 e_tot_ev=-53850.836
Rb 0.218669 -4.210680 -0.259958 -1.0797 0.3180 -0.3770
Rb 3.612409 -2.903410 -1.236318 0.3377 0.7893 -0.5278
Rb 2.766279 -2.590880 2.365472 -0.3775 0.7661 0.6768
Rb 2.223709 2.099990 -0.467888 -0.1877 0.5109 -0.1915
P 0.785469 -0.803860 0.212302 0.6428 1.7967 -1.2198
O 0.197019 -1.807050 1.201192 0.0669 -0.9720 -0.0368
O -0.171671 0.395250 -0.097558 1.7825 -2.5763 0.4028
O 1.196949 -1.536280 -1.129818 -0.2262 -0.2454 0.9714
O 2.173609 -0.308070 0.821052 -1.1852 -0.9572 -0.6207
C 2.267109 -1.431090 -4.237718 -0.4756 -0.7454 -1.1617
C 2.731879 -0.063210 -3.799108 -2.6467 -0.3595 1.6670
O 3.134739 -0.227240 -2.434918 3.3764 0.6385 0.0465
H 1.723519 -1.427700 -5.182488 0.3099 0.1276 -0.3405
H 1.560559 -1.964390 -3.601728 -0.1456 0.7552 0.5792
H 3.069429 -2.164510 -4.318278 0.5690 0.2188 -0.3796
H 1.892289 0.601510 -3.595788 -0.6545 0.0511 -1.2586
H 3.362549 0.478920 -4.503708 0.8261 -0.4486 0.6256
H 2.409169 -0.555970 -1.899108 -1.3133 -0.3117 -0.0420
C 6.418209 1.781790 0.723482 0.3711 -0.2633 0.0977
C 5.310079 0.964620 1.328572 0.9703 -0.5614 0.3773
O 4.791619 0.032540 0.370532 0.5168 0.4073 -0.3175
H 5.998499 2.552480 0.076972 0.3816 -0.0379 -0.2182
H 7.140709 1.132210 0.229372 -0.1953 0.1036 -0.4862
H 7.004749 2.233650 1.523412 -0.2356 0.3568 0.0691
H 4.636219 1.679910 1.800132 -0.8356 -0.5010 -0.1851
H 5.748109 0.352060 2.116602 -0.0370 0.1272 0.4269
H 3.863029 -0.154810 0.526102 -0.9885 0.2168 0.2983
C -3.487591 2.449910 0.581432 0.5804 0.5412 -0.2614
C -2.322231 2.451140 1.608192 -1.7816 -0.9345 -0.7197
O -1.086541 2.401000 0.997852 0.6039 2.0360 0.0695
H -3.476711 1.615500 -0.119808 0.0986 -0.4368 0.3317
H -3.340911 3.304040 -0.079658 -0.1704 0.3265 0.0954
H -4.472301 2.524830 1.042792 0.0473 -0.0383 0.0986
H -2.434211 1.536240 2.190012 -0.1809 0.0756 0.7184
H -2.454831 3.346210 2.215952 0.4205 -0.1041 0.1962
H -0.918671 1.531030 0.628292 0.1691 -0.7259 -0.1652
C -4.554231 -2.056480 -0.082678 -0.0951 -0.0625 -0.7901
C -3.208711 -1.581000 0.428252 -2.2593 0.5754 0.6883
O -2.316001 -2.657770 0.594112 -0.0739 0.0491 -0.6593
H -4.849041 -2.941590 0.481032 -0.1499 -0.0143 -0.1602
H -4.590481 -2.240700 -1.156388 0.3445 -0.5322 -0.0815
H -5.320821 -1.287810 0.015172 0.0798 0.1266 0.5060
H -3.513851 -1.163810 1.387912 0.5856 0.0022 0.6545
H -2.898461 -0.686040 -0.111098 0.8636 -0.4098 -0.5187
H -1.480851 -2.235220 0.807622 0.7733 0.1915 0.3869
C -1.744251 -1.119000 5.491262 -1.2136 -0.2004 0.4903
C -1.759901 -1.521140 4.055762 0.2192 1.5526 0.1318
O -0.429221 -1.735810 3.753022 1.8568 -1.4584 -0.0560
H -1.125401 -0.228490 5.601352 -0.0415 -0.1082 0.1519
H -1.405861 -1.921440 6.146762 0.1106 0.0473 0.0020
H -2.783311 -0.893240 5.731022 0.0186 0.2351 0.5349
H -2.001781 -0.602400 3.521442 -0.8916 -0.0303 -0.4014
H -2.446211 -2.326040 3.792692 0.0598 -0.1972 0.0348
H -0.288321 -1.722000 2.803522 -0.0179 0.1039 -0.6588
C -1.624541 2.540940 -4.106538 -0.0631 0.8435 -0.4405
C -1.537771 1.944380 -2.733178 -0.4255 0.6378 0.3528
O -0.225921 1.655640 -2.339728 0.9062 -0.3400 -1.3588
H -2.662981 2.817860 -4.288368 -0.0739 -0.0408 -0.1243
H -1.304311 1.888280 -4.918688 -0.0716 -0.4534 0.2351
H -1.040191 3.447350 -4.264788 0.1066 0.1364 0.4132
H -2.230041 1.102490 -2.742388 0.2918 -0.6827 0.1845
H -1.883361 2.568420 -1.909028 -0.7249 0.6555 -0.4770
H -0.323121 1.092960 -1.568008 0.2958 -0.5979 0.8968
C -2.049791 -2.566190 -4.738248 -1.2803 -0.1178 1.9685
C -1.648641 -1.796690 -3.403698 0.6753 -0.3597 -2.8354
O -0.734911 -2.624210 -2.723878 0.1758 -0.5378 0.3636
H -3.010351 -2.186950 -5.086978 0.1409 0.1393 -0.3528
H -2.253761 -3.592280 -4.432268 -0.1193 -0.1716 0.0439
H -1.334511 -2.668100 -5.554388 0.2934 0.7188 0.3401
H -2.429101 -1.432630 -2.735528 -0.4792 -0.4538 -0.3003
H -1.117771 -0.921670 -3.778678 0.0959 0.4103 0.3318
H -0.074531 -2.022420 -2.372678 0.5483 0.1838 0.7811
C 1.385689 2.364540 4.768542 -0.0711 -1.1574 -0.2565
C 1.048279 1.510210 3.522832 -1.2387 1.9496 0.1954
O 2.209939 1.381430 2.775552 2.1480 -0.3535 0.1461
H 2.185359 1.852320 5.303562 0.5169 0.2235 -0.2127
H 0.642069 2.447560 5.561152 -0.5651 0.1555 -0.5328
H 1.691479 3.344430 4.401922 0.1185 -0.0339 0.3441
H 0.469319 2.088910 2.803102 -1.2817 0.1581 0.7876
H 0.549629 0.550700 3.659872 0.0772 -0.1030 0.5940
H 1.949629 0.817060 2.043892 0.4810 -0.6233 -0.5818

---

(3)
72
Properties=species:S:1:pos:R:3:forces:R:3 method="wB97M-V/def2-TZVPD" multiplicity=1 de_lowest_ev=2.438 smiles=CCO.CCO.CCO.CCO.CCO.CCO.CCO.CCO homo_lumo_gap_ev=10.43 molar_mass_g_mol=368.55 lumo_ev=0.5 e_tot_ev=-33748.064
C 4.749113 -0.003804 -4.370255 0.5363 -0.1925 -0.8248
C 3.270932 0.215092 -4.268262 -0.7470 0.1096 0.7557
O 2.998478 1.213867 -3.262955 0.6903 -0.4450 -0.1177
H 5.274441 0.908543 -4.658452 0.0265 0.0800 0.4243
H 4.997551 -0.712261 -5.167313 -0.2957 -0.0484 -0.0314
H 5.157469 -0.460519 -3.468701 0.0466 0.3647 0.1741
H 2.804101 -0.724789 -3.945738 -0.0968 0.0365 -0.1884
H 2.789570 0.532179 -5.197252 0.2705 -0.0998 -0.1464
H 2.088582 1.051912 -2.954454 -0.0626 0.1844 -0.4426
C -2.337488 -3.181733 -0.996371 -0.4110 1.1067 -0.4716
C -3.836405 -2.792054 -0.881061 0.8521 -1.6822 -0.4879
O -4.031733 -1.648283 -0.075340 -0.1117 -0.2605 0.1558
H -1.941981 -3.572717 -0.061485 -0.0419 0.2543 0.1476
H -1.844837 -2.250923 -1.282824 0.5129 -0.1804 0.2376
H -2.095744 -3.909914 -1.771185 -0.4278 -0.0852 -0.0777
H -4.285358 -3.712027 -0.492765 -0.6498 0.5528 0.5502
H -4.309889 -2.648942 -1.854613 0.2637 0.0650 -0.1538
H -4.189829 -0.924866 -0.685643 -0.0226 0.1641 0.1823
C 0.092220 -3.517856 2.775813 0.2288 -0.1210 -1.3113
C -0.410860 -3.714552 4.176684 0.1164 0.2683 0.7276
O -1.049806 -2.534428 4.653678 -0.1050 0.1569 0.1930
H 0.592761 -4.386418 2.337698 -0.2838 -0.2843 0.2502
H 0.815625 -2.719996 2.593471 -0.0343 0.1864 0.8219
H -0.731729 -3.248847 2.105735 -0.1330 -0.2409 0.0788
H 0.383557 -3.898298 4.904617 0.1687 0.0677 -0.2512
H -1.084722 -4.570858 4.293574 -0.0106 -0.0021 -0.4117
H -1.899350 -2.420883 4.216682 0.0550 -0.1020 -0.1000
C -0.292964 3.630631 -0.794804 0.4191 -0.2087 0.6608
C -1.627290 3.345601 -0.141376 -0.2298 -0.4668 -0.8775
O -1.419911 2.737885 1.118571 0.2721 0.3715 0.1448
H -0.400907 4.244144 -1.686399 -0.0354 0.2013 0.1004
H 0.262851 2.737349 -1.086637 -0.2510 -0.0991 0.1057
H 0.298364 4.123062 -0.015859 0.1554 0.2739 -0.3887
H -2.182202 2.633946 -0.770874 -0.2335 0.5604 0.1318
H -2.179903 4.289478 -0.091545 -0.1496 -0.1061 0.2941
H -2.251145 2.633156 1.587631 0.0800 0.1476 0.0734
C -0.557841 -0.311132 1.065831 0.2709 0.6586 -0.5767
C 0.881216 -0.689494 0.714179 -0.1857 0.1276 1.0037
O 1.373516 0.295462 -0.194483 -0.3302 -0.5836 -0.2193
H -1.252004 -0.498007 0.242122 0.1388 -0.2818 -0.1027
H -0.554471 0.777731 1.161122 -0.1185 -0.1957 0.3849
H -0.992783 -0.767339 1.951205 0.3461 -0.1540 0.1069
H 0.956653 -1.729505 0.372086 0.0716 0.1924 -0.4971
H 1.548763 -0.618338 1.583283 -0.3919 -0.1514 0.2245
H 2.337587 0.166483 -0.275650 0.2416 0.0516 -0.3026
C -3.064131 0.143919 4.226727 0.2201 -1.1223 -0.5398
C -3.389969 1.517373 4.750227 0.3274 0.3514 0.0211
O -3.183672 2.522404 3.749225 -0.1820 -0.3164 -0.2305
H -2.036805 -0.018749 3.888130 0.1218 0.6671 0.2062
H -3.660245 -0.117651 3.343301 -0.2614 0.1785 0.1211
H -3.214723 -0.668526 4.942579 -0.3054 0.2944 0.2754
H -2.733146 1.803238 5.571298 -0.0116 -0.0947 0.0254
H -4.421022 1.585330 5.108786 -0.0056 -0.1762 0.0359
H -3.661450 2.197600 2.975436 -0.1035 0.1866 0.1005
C 5.549415 2.196223 -0.964838 -0.1274 1.2600 -0.4156
C 4.353958 1.585528 -0.274556 -0.1504 -0.2263 1.0216
O 4.019320 0.292193 -0.790461 0.2077 0.0433 -0.5321
H 6.346345 1.469180 -1.098584 -0.0269 -0.0490 -0.0858
H 5.960491 3.075349 -0.455120 -0.0481 -0.3959 0.6348
H 5.285691 2.691818 -1.905369 -0.1236 -0.7579 -0.3182
H 3.443773 2.195853 -0.227503 0.2381 0.3201 -0.5606
H 4.570851 1.428217 0.788414 0.2222 -0.1972 -0.1371
H 3.922992 0.399048 -1.765811 -0.2070 0.1850 0.5329
C -2.014972 0.514452 -2.454985 -0.0810 0.2978 0.7933
C -0.704168 -0.058255 -2.975502 -0.1758 -0.8046 0.0568
O 0.468139 0.662144 -2.661597 -0.3983 0.3204 0.2405
H -1.813729 1.261410 -1.680159 0.0148 -0.0364 -0.5206
H -2.612707 -0.225376 -1.917927 0.0832 -0.2663 -0.2426
H -2.636013 0.917337 -3.252736 0.0547 0.2807 0.0915
H -0.824148 -0.138597 -4.055511 0.5502 -0.1284 -0.0565
H -0.558629 -1.054303 -2.545520 -0.1879 -0.2008 -0.3369
H 0.696337 0.455118 -1.719612 -0.0484 0.1959 -0.1298